C17H29CeClNO2P2 | ωB97M-V/def2-TZVPD

Each line ends with the Löwdin charge.
Positions of all 53 atoms, in Å:
C 0.307 -2.980 -2.628  -0.04
C 0.296 -2.320 -1.376  -0.36
N -0.859 -1.749 -0.873  -0.08
C -1.987 -1.830 -1.614  -0.34
C -2.036 -2.519 -2.820  -0.07
C -0.867 -3.095 -3.321  -0.08
C 1.482 -2.364 -0.618  -0.28
P 1.811 -1.659 1.006  0.77
Ce -0.780 -0.451 1.179  0.34
P -2.938 0.565 -0.410  0.78
C -3.235 -1.093 -1.168  -0.27
C 0.052 1.502 2.145  -0.39
C 0.416 1.133 3.438  -0.15
C 0.749 2.177 4.326  -0.08
C 0.703 3.507 3.890  -0.10
C 0.347 3.830 2.570  -0.09
C 0.026 2.807 1.662  -0.14
O 3.674 -0.571 -3.881  -0.07
O 3.817 3.795 -1.570  -0.04
H 1.266 -3.314 -3.014  0.11
H -2.972 -2.529 -3.387  0.10
H -0.888 -3.601 -4.270  0.10
C 2.229 -3.214 1.897  -0.27
C 3.495 -0.946 0.814  -0.26
H -3.864 -0.844 -2.037  0.09
H -3.893 -1.658 -0.489  0.10
H 4.383 -0.105 -3.446  0.02
H 2.379 -2.628 -1.166  0.06
C -4.369 0.897 0.682  -0.25
C -3.149 1.740 -1.774  -0.25
H 0.464 0.078 3.750  0.09
H 1.061 1.934 5.347  0.10
H 0.927 4.306 4.593  0.10
H 0.344 4.871 2.237  0.10
H -0.254 3.030 0.626  0.08
H -0.186 1.120 -0.214  0.03
H 3.638 3.316 -0.770  0.02
H 2.964 3.994 -1.941  0.02
H 3.431 0.128 -4.528  0.05
H -0.641 0.743 -0.749  0.04
H 3.210 -3.595 1.592  0.04
H 2.242 -2.992 2.970  0.03
H 1.461 -3.968 1.686  0.05
H 4.205 -1.760 0.624  0.04
H 3.505 -0.241 -0.028  0.04
H 3.767 -0.427 1.743  0.04
H -4.207 1.770 -2.076  0.05
H -2.835 2.742 -1.436  0.05
H -2.524 1.438 -2.628  0.06
H -5.259 1.038 0.050  0.05
H -4.513 0.056 1.380  0.04
H -4.159 1.816 1.254  0.06
Cl -2.236 -1.880 2.770  -0.04

As for the multiplicity: 2. The value obtained for the electronic energy is -67712.362 eV. Its expectation value of S² is 0.7511. As for the max |F|: 2.81 eV Å⁻¹.